Record 1
Computed, not measured: a molecular structure, C17H34NiO2P2, with wB97M-V/def2-TZVPD.

The frontier orbital gap (spin up / spin down) is 4.0 / 6.3 eV. As for the HOMO energy (spin up / spin down): -3.947 / -6.268 eV. As for the spin multiplicity: 3. As for the energy relative to the best compared isomer or geometry (same formula, charge and spin): 8.096 eV.

CARTESIAN COORDINATES (ANGSTROEM)
P1 0.2904 -2.0430 1.2406
P2 -0.2475 2.1994 1.8060
C1 0.6823 -0.4537 0.4588
C2 0.8013 1.0256 0.9106
H1 0.4692 -0.3702 -0.6285
H2 1.7449 -0.6633 0.3043
H3 1.8565 1.2287 1.2080
H4 0.8143 1.5184 -0.1122
C3 -1.8262 2.6608 1.1396
H5 -2.4898 2.7863 2.0015
H6 -2.2328 1.9139 0.4555
H7 -1.6935 3.6156 0.6200
C4 0.8264 3.6336 1.8042
H8 0.5299 4.2163 0.9231
H9 1.8859 3.3530 1.7224
H10 0.6254 4.1718 2.7344
C5 -0.8641 -3.2883 0.5732
H11 -1.0158 -4.0871 1.3282
H12 -0.4383 -3.7577 -0.3194
H13 -1.8541 -2.8759 0.3302
C6 1.8621 -2.8859 1.2054
H14 2.6782 -2.1774 1.3200
H15 2.0073 -3.4279 0.2724
H16 1.8940 -3.6216 2.0055
Ni1 -0.7305 -0.4107 -1.7769
C7 0.1341 1.1377 -2.4665
C8 -1.2835 1.2587 -2.2504
C9 -2.2498 0.5121 -3.1319
C10 -1.8813 -0.9469 -3.6539
C11 -1.1196 -1.8902 -2.7298
C12 0.2887 -1.7277 -2.5199
C13 1.2532 -0.9657 -3.3706
C14 0.8180 0.4844 -3.6317
C15 -0.3042 -1.7333 2.8667
H17 0.7159 1.9766 -2.0920
H18 -1.6046 1.9890 -1.5432
H19 -2.3461 1.1571 -4.0105
H20 -3.2489 0.4657 -2.6773
H21 -2.8258 -1.4589 -3.8934
H22 -1.3120 -0.8577 -4.5820
H23 -1.6785 -2.5640 -2.0743
H24 0.7745 -2.5623 -2.0185
H25 1.4201 -1.4530 -4.3346
H26 2.2293 -0.9395 -2.8682
H27 1.7295 1.0411 -3.8705
H28 0.1884 0.5260 -4.5201
H29 0.5127 -1.6516 3.5876
H30 -0.8075 -2.7049 3.0379
H31 -0.9710 -0.8343 2.9489
C16 1.7429 1.2278 4.1217
O1 0.3991 1.8011 4.4059
C17 -0.6368 1.6949 3.5470
O2 -1.7957 1.4466 3.8416
H32 2.3601 1.7578 4.8532
H33 2.1652 1.3923 3.1091
H34 1.7582 0.1603 4.3928

Cartesian forces (eV/Å) of the 6 atoms listed first:
P -0.44 1.49 -0.94
P -0.40 -1.58 3.62
C 1.44 -0.07 0.63
C 0.73 0.56 -1.97
H -0.51 -0.47 -0.33
H 0.14 -0.08 -0.06

***

Record 2
Computed, not measured: C4H6N2 in the gas phase, with wB97M-V/def2-TZVPD.

The frontier orbital gap is 11.1 eV. As for the SMILES: N#CC[C@H]1CN1. As for the HOMO energy: -10.256 eV. As for the energy relative to the best compared isomer or geometry (same formula, charge and spin): 2.136 eV.

CARTESIAN COORDINATES (ANGSTROEM)
N1 0.2220 -2.5763 -2.2163
C1 -0.1198 -1.9021 -1.3379
C2 -0.5764 -0.6849 -0.6616
C3 0.3366 -0.0135 0.3793
C4 0.2720 1.4582 0.5531
N2 -0.3019 0.5771 1.5609
H1 -0.5720 -0.1998 -1.6570
H2 -1.6080 -0.7321 -0.2844
H3 1.3107 -0.4776 0.5357
H4 -0.4638 2.0241 -0.0145
H5 1.1958 1.9948 0.7640
H6 0.3050 0.5321 2.3785

Cartesian forces (eV/Å) of the 6 atoms listed first:
N -0.22 0.09 1.24
C 0.44 -0.94 -0.71
C 0.02 0.20 -0.41
C 0.15 -0.12 -0.35
C 0.09 0.20 -0.23
N -0.02 -0.18 0.10

***

Record 3
Computed, not measured: 9 unconnected molecules or ions with the total composition C51H153N24O12P9, with wB97M-V/def2-TZVPD.

The frontier orbital gap is 8.6 eV. As for the SMILES: CN(C)P(=O)(N(C)C)N(C)C.CN(C)P(=O)(N(C)C)N(C)C.CN(C)P(=O)(N(C)C)N(C)C.CN(C)P(=O)(N(C)C)N(C)C.CN(C)P(=O)(N(C)C)N(C)C.CN(C)P(=O)(N(C)C)N(C)C.CN(C)P(=O)(N(C)C)N(C)C.CN(C)P(=O)(N(C)C)N(C)C.COP(=O)(OC)OC. As for the HOMO energy: -8.188 eV.

CARTESIAN COORDINATES (ANGSTROEM)
O1 -19.3538 -16.4430 13.3224
P1 -18.4528 -17.3770 13.9978
N1 -18.6526 -17.5175 15.6074
C1 -20.0331 -17.5713 16.1236
C2 -17.6056 -17.7618 16.5437
N2 -16.8483 -16.8960 13.7276
C3 -15.7596 -17.6967 13.2956
C4 -16.5734 -15.5322 14.1282
N3 -18.5533 -18.8877 13.3173
C5 -18.0719 -20.1415 13.9013
C6 -18.7693 -19.0508 11.9658
H1 -20.7054 -16.9081 15.5493
H2 -20.0170 -17.2710 17.2209
H3 -20.3797 -18.5913 16.1668
H4 -18.0094 -18.5338 17.1767
H5 -17.3641 -16.9008 17.1779
H6 -16.6044 -18.0619 16.1270
H7 -15.1529 -17.0852 12.6013
H8 -15.0900 -17.9759 14.1004
H9 -15.9409 -18.5396 12.6253
H10 -15.8982 -15.4452 15.0162
H11 -16.2365 -14.8701 13.3416
H12 -17.5626 -15.0619 14.4156
H13 -17.1043 -20.3425 13.4952
H14 -18.0431 -20.0639 15.0160
H15 -18.7901 -20.9628 13.6898
H16 -17.8635 -19.2428 11.3708
H17 -19.1794 -18.0696 11.6601
H18 -19.5361 -19.8031 11.7973
O2 -16.7226 -24.0468 13.6404
P2 -16.6019 -24.4108 12.1819
N4 -15.4052 -23.4487 11.5992
C7 -14.4242 -22.9164 12.6133
C8 -14.9549 -23.2429 10.2412
N5 -17.8122 -24.1575 11.1497
C9 -18.1566 -22.7527 10.7090
C10 -18.9540 -25.1105 10.9185
N6 -16.3504 -26.0664 11.9978
C11 -15.7509 -26.8059 13.0685
C12 -16.1278 -26.5386 10.6610
H19 -14.3362 -21.8313 12.5646
H20 -13.4344 -23.2735 12.3277
H21 -14.7726 -23.2402 13.5935
H22 -15.6600 -23.7042 9.5556
H23 -14.0495 -23.7739 10.0408
H24 -14.8140 -22.1898 9.9470
H25 -18.3027 -22.7989 9.6499
H26 -19.0692 -22.4067 11.2556
H27 -17.3194 -22.0931 11.1046
H28 -19.1263 -25.1692 9.8452
H29 -18.6982 -26.0914 11.2835
H30 -19.8624 -24.7591 11.3822
H31 -14.6622 -27.0418 12.8680
H32 -15.9035 -26.2417 13.9799
H33 -16.3103 -27.7558 13.1644
H34 -15.8178 -27.5838 10.6821
H35 -15.3523 -25.9789 10.1417
H36 -17.0311 -26.5098 10.0616
O3 -20.3612 -13.1036 9.1165
P3 -21.0935 -13.2694 10.4352
N7 -20.1093 -12.7022 11.6653
C13 -19.0194 -11.8067 11.4204
C14 -20.4673 -12.9850 13.0600
N8 -21.5453 -14.8201 10.9166
C15 -22.5554 -15.0830 11.8889
C16 -20.8400 -15.9608 10.3890
N9 -22.4807 -12.3445 10.7877
C17 -22.3243 -11.0084 11.1325
C18 -23.6863 -12.5688 10.0779
H37 -19.1379 -10.8086 11.9520
H38 -19.0531 -11.5863 10.3675
H39 -18.0544 -12.2391 11.5148
H40 -19.6813 -12.4425 13.7777
H41 -20.3860 -14.0815 13.2005
H42 -21.4801 -12.6571 13.3158
H43 -22.9258 -14.1564 12.2392
H44 -23.4003 -15.6891 11.5527
H45 -22.1808 -15.5868 12.7858
H46 -20.2222 -16.4769 11.1503
H47 -21.6166 -16.6410 9.9930
H48 -20.2729 -15.6267 9.5245
H49 -22.5473 -10.2527 10.3294
H50 -22.9435 -10.7106 12.0112
H51 -21.3118 -10.8552 11.5389
H52 -24.5040 -11.9807 10.5694
H53 -24.0058 -13.6104 10.0528
H54 -23.6178 -12.2982 8.9975
O4 -22.7006 -19.0214 16.9754
P4 -22.7405 -20.5236 16.9008
N10 -22.8663 -21.1970 15.3583
C19 -22.2333 -20.3669 14.3185
C20 -24.1324 -21.7695 14.9093
N11 -23.9965 -21.0866 17.8559
C21 -24.1212 -22.5037 18.2713
C22 -25.0305 -20.1721 18.3307
N12 -21.3246 -21.2345 17.5070
C23 -20.7291 -20.6238 18.7166
C24 -20.4036 -22.0262 16.7844
H55 -21.3277 -19.9738 14.6779
H56 -22.9246 -19.5728 13.9303
H57 -21.9715 -20.9972 13.4741
H58 -24.6246 -22.3867 15.5877
H59 -23.9016 -22.4374 14.0587
H60 -24.8277 -21.0888 14.4532
H61 -25.1470 -22.8536 18.1561
H62 -23.4132 -23.1073 17.6466
H63 -23.7429 -22.5893 19.3474
H64 -25.3063 -19.5086 17.4971
H65 -25.8337 -20.8140 18.5968
H66 -24.7304 -19.6543 19.2686
H67 -20.0202 -19.8025 18.4970
H68 -21.5799 -20.3143 19.3682
H69 -20.2130 -21.4699 19.2662
H70 -20.8964 -22.6092 16.0278
H71 -19.7934 -22.6645 17.4194
H72 -19.6904 -21.3441 16.1683
O5 -14.2180 -23.3530 19.2310
P5 -14.2502 -23.4847 17.7678
N13 -13.1319 -24.5569 17.1464
C25 -12.8651 -24.5290 15.7115
C26 -12.0126 -24.6969 18.0250
N14 -14.1440 -21.9566 17.1101
C27 -13.6995 -20.8371 18.0148
C28 -14.5539 -21.5645 15.7992
N15 -15.5616 -24.0919 16.9935
C29 -16.7454 -23.2697 17.2181
C30 -15.8993 -25.4985 16.9046
H73 -12.0832 -25.3055 15.5151
H74 -12.3919 -23.5756 15.3937
H75 -13.8145 -24.7111 15.1386
H76 -11.2223 -23.9088 17.7717
H77 -11.5009 -25.6734 17.8254
H78 -12.3149 -24.6140 19.0625
H79 -12.7628 -20.4106 17.7426
H80 -14.3760 -19.9694 18.1015
H81 -13.5938 -21.3080 19.0229
H82 -15.2813 -20.7303 15.8494
H83 -13.6937 -21.2434 15.2202
H84 -14.9558 -22.4971 15.3798
H85 -17.2320 -23.6513 18.1603
H86 -16.4727 -22.2124 17.2960
H87 -17.4780 -23.3534 16.3852
H88 -16.4125 -25.6262 15.9495
H89 -16.5969 -25.8627 17.7025
H90 -15.0458 -26.1571 16.9615
O6 -14.9664 -17.5723 18.9224
P6 -14.2305 -16.3889 19.4190
N16 -13.9339 -15.2636 18.2088
C31 -15.1214 -14.5797 17.7454
C32 -12.6504 -15.0633 17.6502
N17 -12.7604 -16.7660 20.1322
C33 -11.8976 -15.6466 20.6594
C34 -12.3526 -18.0080 20.7464
N18 -15.1732 -15.6070 20.5074
C35 -16.2762 -16.2286 21.1312
C36 -14.8237 -14.3223 20.9959
H91 -15.3259 -13.7782 18.5215
H92 -15.9924 -15.2215 17.7589
H93 -15.0360 -14.2071 16.7084
H94 -12.0079 -14.3602 18.1217
H95 -12.6785 -14.7295 16.6015
H96 -12.1070 -15.9431 17.6702
H97 -11.9281 -14.7793 19.9607
H98 -12.2227 -15.2781 21.6539
H99 -10.8675 -15.9359 20.6843
H100 -12.7673 -18.1447 21.7619
H101 -12.6095 -18.9251 20.2392
H102 -11.2774 -18.0988 20.8318
H103 -16.6277 -17.1275 20.6172
H104 -16.1107 -16.4937 22.2158
H105 -17.1358 -15.5577 21.2634
H106 -14.4858 -14.4019 22.0295
H107 -15.7228 -13.6746 20.8282
H108 -13.9685 -14.0127 20.3674
O7 -22.3386 -13.1806 19.7919
P7 -22.1664 -14.2216 18.7488
N19 -23.7027 -14.9796 18.5503
C37 -23.8501 -16.3263 18.0172
C38 -24.7756 -14.5628 19.5071
N20 -21.1667 -15.5034 19.2008
C39 -21.7201 -16.3901 20.2207
C40 -19.7429 -15.2083 19.4010
N21 -21.5354 -13.6676 17.3427
C41 -21.3047 -12.1702 17.2855
C42 -21.8896 -14.3154 16.1060
H109 -24.3323 -16.9985 18.6658
H110 -22.9301 -16.8317 17.6972
H111 -24.4710 -16.3639 17.1236
H112 -24.8271 -15.1797 20.3619
H113 -25.7974 -14.5563 19.0156
H114 -24.5724 -13.5361 19.8067
H115 -22.4881 -17.0455 19.8818
H116 -20.8769 -16.9761 20.5671
H117 -22.0774 -15.7660 21.0230
H118 -19.4309 -14.7357 18.4619
H119 -19.5962 -14.4975 20.2075
H120 -19.2588 -16.1539 19.4395
H121 -20.2618 -11.9712 17.6706
H122 -21.3299 -11.9592 16.1607
H123 -22.1134 -11.6394 17.7958
H124 -22.5971 -13.7076 15.4666
H125 -22.3354 -15.2789 16.2464
H126 -20.9684 -14.4751 15.4804
O8 -19.5966 -22.3346 21.7018
P8 -18.5344 -21.4089 22.2384
N22 -17.2046 -20.9668 21.3690
C43 -16.0514 -21.8228 21.3644
C44 -17.2663 -20.2541 20.0483
N23 -17.9172 -22.0739 23.6261
C45 -16.8628 -21.3637 24.3664
C46 -18.5264 -23.2760 24.2094
N24 -19.2461 -19.8703 22.4536
C47 -20.6377 -19.7771 22.6978
C48 -18.4846 -18.7542 22.9475
H127 -15.8840 -22.0622 20.3210
H128 -16.2387 -22.7215 21.9710
H129 -15.1791 -21.3520 21.7865
H130 -18.1241 -19.5764 20.1033
H131 -17.6117 -21.0916 19.3887
H132 -16.3165 -19.7688 19.6693
H133 -16.5003 -20.5050 23.7880
H134 -17.2496 -21.1069 25.3503
H135 -15.9553 -21.9917 24.4538
H136 -19.5346 -23.3207 23.8229
H137 -17.8187 -24.0939 24.0464
H138 -18.6264 -23.1529 25.2819
H139 -20.8446 -19.5942 23.7518
H140 -21.1325 -18.9561 22.1493
H141 -21.2532 -20.5961 22.3809
H142 -19.0308 -17.8503 22.6054
H143 -17.4853 -18.7696 22.4588
H144 -18.3392 -18.7212 24.0302
C49 -15.7497 -19.1497 9.2204
O9 -15.9728 -17.9255 9.8268
P9 -16.2204 -16.6538 8.8634
O10 -17.3961 -16.6984 8.0031
O11 -16.3480 -15.4850 9.9547
C50 -17.5659 -15.2625 10.6652
O12 -14.8395 -16.3588 8.2314
C51 -14.5493 -15.0411 7.6515
H145 -15.3669 -19.7884 10.0565
H146 -15.0170 -19.0424 8.3483
H147 -16.6088 -19.6280 8.7271
H148 -17.2946 -14.8637 11.6731
H149 -18.1163 -16.1433 10.8345
H150 -18.2398 -14.5913 10.0639
H151 -14.6406 -14.2842 8.3666
H152 -15.3170 -14.8740 6.9288
H153 -13.6024 -15.0012 7.1172

Cartesian forces (eV/Å) of the 6 atoms listed first:
O -1.12 0.63 -0.16
P 2.01 -0.57 -0.72
N -0.66 0.73 -0.87
C 0.59 0.59 1.44
C 1.23 -0.13 0.45
N -1.66 0.15 0.47